Record 1
# C8H32BNOP2SSr

C8H32BNOP2SSr as an isolated structure (the ωB97M-V functional and the def2-TZVPD basis, OMol25).

## Properties
Energy relative to the best compared isomer or geometry (same formula, charge and spin) in kJ/mol: 0.0
E in Ha: -1590.05268
Charge: +1
Molecular weight in g/mol: 350.8
Lowest unoccupied orbital energy (spin up / spin down) in eV: -3.3 / -4.7
Kohn-Sham gap (spin up / spin down) in eV: 6.7 / 5.2
2S+1: 2

Atoms and positions in Å:
1 Sr 0.44 -0.13 0.89
2 H 0.73 0.04 -3.58
3 H -0.85 -0.05 -1.94
4 P 0.98 -2.70 -0.35
5 P 0.91 2.59 -0.19
6 C 2.61 3.22 0.08
7 H 2.67 4.31 0.05
8 H 2.94 2.82 1.05
9 H 3.26 2.76 -0.69
10 C 0.39 3.41 -1.73
11 H -0.70 3.27 -1.86
12 H 0.61 4.49 -1.71
13 H 0.89 2.92 -2.58
14 C 0.01 3.62 1.03
15 H 0.29 3.31 2.05
16 H 0.23 4.69 0.89
17 H -1.07 3.44 0.94
18 C 1.52 -3.40 -1.94
19 H 1.67 -4.49 -1.92
20 H 0.78 -3.13 -2.71
21 H 2.46 -2.90 -2.23
22 C 2.13 -3.37 0.91
23 H 1.75 -3.10 1.91
24 H 2.25 -4.46 0.84
25 H 3.11 -2.86 0.80
26 C -0.49 -3.69 0.09
27 H -1.30 -3.46 -0.62
28 H -0.27 -4.77 0.07
29 H -0.85 -3.38 1.09
30 H -1.95 -0.89 -2.76
31 H -1.99 0.76 -2.72
32 H -0.62 0.98 -4.68
33 H -0.54 -0.99 -4.69
34 B -0.39 0.00 -4.03
35 N -1.39 -0.05 -2.80
36 H 1.27 0.12 -1.48
37 H 2.76 0.04 1.28
38 C -3.68 -0.71 3.30
39 S -2.21 -0.07 2.44
40 C -1.44 1.19 3.51
41 O -1.13 -1.19 2.45
42 H -4.42 0.11 3.28
43 H -3.48 -1.01 4.32
44 H -4.05 -1.58 2.73
45 H -1.66 0.94 4.56
46 H -0.35 1.18 3.37
47 H -1.81 2.19 3.28

Atom charges from the natural (NBO) analysis, given in e for atoms 1 to 2: atom 1 (Sr): 1.531, atom 2 (H): -0.043

Record 2
# C22H28Cl24N4

C22H28Cl24N4 as an isolated structure (the ωB97M-V functional and the def2-TZVPD basis, OMol25).

## Properties
Energy relative to the best compared isomer or geometry (same formula, charge and spin) in kJ/mol: 43.6
E in Ha: -12118.56637
Charge: 0
Molecular weight in g/mol: 1199.4
Lowest unoccupied orbital energy in eV: -0.3
Kohn-Sham gap in eV: 10.7
2S+1: 1

Atoms and positions in Å:
1 C -5.84 0.22 -0.83
2 C -5.06 -0.16 0.44
3 C -3.52 0.22 0.41
4 C -3.31 1.63 0.06
5 N -3.11 2.75 0.03
6 H -6.93 0.06 -0.64
7 H -5.44 -0.28 -1.76
8 H -5.67 1.28 -1.02
9 H -5.13 -1.21 0.75
10 H -5.41 0.52 1.21
11 H -2.93 -0.42 -0.26
12 H -2.97 -0.02 1.29
13 C 0.65 1.10 0.77
14 C -0.02 0.27 -0.33
15 C 1.02 -0.68 -0.92
16 C 1.64 -1.59 0.07
17 N 2.06 -2.36 0.80
18 H 1.47 1.76 0.42
19 H 0.97 0.46 1.58
20 H -0.13 1.67 1.35
21 H -0.40 1.01 -1.08
22 H -0.81 -0.22 0.21
23 H 1.73 -0.11 -1.51
24 H 0.64 -1.31 -1.78
25 C 1.50 -1.34 4.34
26 C 0.58 -2.50 4.51
27 C 0.14 -3.37 3.32
28 C -0.88 -2.71 2.52
29 N -1.62 -2.13 1.87
30 H 2.52 -1.64 4.19
31 H 1.49 -0.58 5.12
32 H 1.17 -0.82 3.37
33 H -0.40 -2.03 4.82
34 H 0.77 -3.09 5.36
35 H -0.28 -4.28 3.75
36 H 0.97 -3.73 2.73
37 C 0.68 -0.87 -4.80
38 C -0.18 0.30 -5.21
39 C -1.13 0.94 -4.06
40 C -1.96 -0.03 -3.41
41 N -2.66 -0.73 -2.85
42 H 1.49 -1.15 -5.43
43 H 0.10 -1.71 -4.65
44 H 1.16 -0.59 -3.83
45 H -0.81 -0.03 -6.05
46 H 0.35 1.26 -5.49
47 H -1.70 1.79 -4.58
48 H -0.50 1.42 -3.30
49 C 0.69 4.34 -2.86
50 Cl 1.74 2.99 -3.22
51 Cl 1.63 5.65 -2.09
52 Cl -0.09 4.95 -4.47
53 Cl -0.48 3.95 -1.61
54 C -1.95 2.09 4.48
55 Cl -0.33 1.32 4.67
56 Cl -3.07 0.83 3.91
57 Cl -2.55 2.63 6.08
58 Cl -1.83 3.35 3.31
59 C 1.97 6.03 2.04
60 Cl 1.28 4.50 1.66
61 Cl 3.46 6.32 1.22
62 Cl 0.89 7.40 1.66
63 Cl 2.32 6.18 3.81
64 C 4.87 1.80 2.29
65 Cl 6.58 1.51 2.28
66 Cl 3.93 0.28 2.24
67 Cl 4.44 2.62 3.79
68 Cl 4.43 2.78 0.88
69 C 4.47 -3.96 -3.22
70 Cl 5.92 -5.03 -3.42
71 Cl 3.29 -4.79 -2.28
72 Cl 4.95 -2.52 -2.34
73 Cl 3.75 -3.58 -4.78
74 C -0.93 -5.69 -1.07
75 Cl -1.88 -4.28 -0.85
76 Cl 0.60 -5.67 -0.11
77 Cl -1.83 -7.17 -0.62
78 Cl -0.55 -5.80 -2.87

Atom charges from the Löwdin analysis, given in e for atoms 1 to 2: atom 1 (C): -0.114, atom 2 (C): -0.226

Max |F| (eV/A)
1.51 3.60